30
Properties=species:S:1:pos:R:3 method="wB97M-V/def2-TZVPD" lumo_energy_ev=0.8347 relative_energy_kcal_mol=91.0 homo_energy_ha=-0.282 orbital_gap_ha=0.312 smiles=Cc1c[nH]c2ccccc12.CCC
C -1.6321 -2.6114 2.4037
C -0.7198 -2.1921 1.3565
C 0.6581 -2.0813 1.2453
N 1.1102 -1.4062 0.2166
C 0.0472 -0.8422 -0.5107
C 0.0967 0.0582 -1.5654
C -1.1303 0.4760 -1.9663
C -2.2784 -0.0364 -1.2781
C -2.3468 -1.0986 -0.4201
C -1.0711 -1.4575 0.1884
H -1.3101 -3.5555 2.8924
H -2.7129 -2.5768 2.1837
H -1.5387 -1.8289 3.2866
H 1.4565 -2.5309 1.9226
H 1.9425 -1.0500 -0.1778
H 1.0636 0.1598 -2.1795
H -1.3079 1.3808 -2.6907
H -3.2684 0.3188 -1.3300
H -3.1716 -1.7439 -0.1186
C 2.0326 3.2538 1.3140
C 2.1910 2.6274 -0.1390
C 1.6894 3.3898 -1.3993
H 0.9896 3.0687 1.6390
H 2.4268 4.2275 1.3042
H 2.4516 2.3980 1.9662
H 3.3030 2.4078 -0.1209
H 1.6172 1.6941 -0.3197
H 2.3032 4.4077 -1.4092
H 2.1392 2.8421 -2.4357
H 0.6273 3.3103 -1.3027

---

30
Properties=species:S:1:pos:R:3 method="wB97M-V/def2-TZVPD" lumo_energy_ev=0.9641 relative_energy_kcal_mol=38.8 homo_energy_ha=-0.290 orbital_gap_ha=0.325 smiles=Cc1c[nH]c2ccccc12.CCC
C -0.5676 3.6486 -0.3550
C -1.3246 2.5233 0.2700
C -2.2506 2.4188 1.2182
N -2.5709 1.0689 1.4393
C -1.7395 0.2735 0.6339
C -1.6355 -1.0971 0.5195
C -0.5865 -1.5852 -0.2427
C 0.1489 -0.7450 -1.0780
C 0.0621 0.6373 -0.9573
C -0.9682 1.1491 -0.1389
H -0.3731 4.3851 0.4349
H -1.1441 4.1429 -1.1425
H 0.4075 3.3435 -0.7220
H -2.8951 3.1149 1.7427
H -3.2216 0.5889 2.0281
H -2.3150 -1.8416 0.9274
H -0.2388 -2.6190 -0.1680
H 0.8888 -1.0166 -1.8218
H 0.7980 1.3272 -1.3222
C 3.4633 -1.2848 0.3556
C 3.1495 -2.7368 0.0289
C 2.6412 -3.2537 -1.4002
H 2.5597 -0.7403 0.1126
H 3.6840 -1.2510 1.4292
H 4.1973 -0.9080 -0.3893
H 2.2021 -2.9340 0.5473
H 3.9837 -3.4270 0.2018
H 2.3640 -2.3733 -1.9893
H 1.7238 -3.7892 -1.2447
H 3.4429 -3.8400 -1.8493

---

30
Properties=species:S:1:pos:R:3 method="wB97M-V/def2-TZVPD" lumo_energy_ev=0.9123 relative_energy_kcal_mol=58.8 homo_energy_ha=-0.278 orbital_gap_ha=0.311 smiles=Cc1c[nH]c2ccccc12.CCC
C 2.7540 -1.3432 1.6427
C 2.5169 -0.3356 0.6324
C 3.5251 0.5130 0.2526
N 3.1725 1.6142 -0.4326
C 1.7750 1.5798 -0.5353
C 0.8704 2.5913 -0.6246
C -0.5081 2.3000 -0.4319
C -0.9640 1.0529 -0.0302
C -0.0291 0.0415 0.2812
C 1.3147 0.3651 0.1206
H 2.6932 -2.3154 1.0948
H 1.8418 -1.5349 2.2675
H 3.6938 -1.2062 2.3469
H 4.6510 0.1697 0.4865
H 3.7507 2.4033 -0.6333
H 1.1638 3.5758 -0.8475
H -1.3119 3.1200 -0.5576
H -2.0198 0.7490 0.0975
H -0.2995 -0.8924 0.7916
C -4.6462 -1.4581 0.4754
C -3.5371 -2.2871 -0.0708
C -3.7200 -2.7049 -1.5479
H -4.6531 -0.4069 0.1011
H -5.6004 -2.0267 0.5247
H -4.3918 -1.1772 1.5959
H -2.6122 -1.7264 0.0635
H -3.7088 -3.2137 0.4255
H -3.7651 -1.8661 -2.3217
H -2.9832 -3.5770 -1.7264
H -4.7657 -3.2626 -1.6651

---

30
Properties=species:S:1:pos:R:3 method="wB97M-V/def2-TZVPD" lumo_energy_ev="-3.8489 / -6.7028" s_squared=0.776 charge=+1 relative_energy_kcal_mol=16.8 multiplicity=2 homo_energy_ha="-0.472 / -0.496" orbital_gap_ha="0.330 / 0.249"
C -3.1008 -1.7273 1.1750
C -3.8343 -0.7218 0.3019
C -2.4031 -1.2724 2.4673
H -3.7622 -2.5833 1.3458
H -2.2512 -2.1558 0.6253
H -3.1141 0.0351 -0.0033
H -4.6493 -0.2229 0.8245
H -3.0018 -1.2746 3.3774
H -1.4851 -1.8505 2.5111
H -4.2080 -1.1448 -0.6205
H -2.1987 -0.2001 2.3888
C 1.4695 3.3640 -0.1597
C 1.3127 -0.3306 -0.5987
C 2.0285 0.8884 -0.7759
C 1.2758 1.8904 -0.1700
C 0.1261 1.2455 0.4115
C 1.7908 -1.5499 -1.0185
C 2.8068 -1.4688 -1.9653
C 3.5470 -0.2798 -2.2103
C 3.2452 0.8537 -1.5226
N 0.1000 -0.0217 0.0430
H 1.2674 -2.4706 -0.7800
H 3.1931 -2.3724 -2.4109
H -0.4395 -0.8376 0.3147
H 4.4028 -0.4197 -2.8562
H -0.4726 1.6578 1.2162
H 3.8295 1.7558 -1.4628
H 0.7534 3.8259 -0.8429
H 2.4991 3.5871 -0.4275
H 1.2732 3.8011 0.8224